A cluster of 2 separate species, C8H14N4 in total, computed with ωB97M-V/def2-TZVPD.

Structure (XYZ):
```
26
Properties=species:S:1:pos:R:3
C 2.578 0.965 0.718
C 2.978 0.585 -0.551
C 1.377 0.529 1.263
C 2.287 -0.351 -1.238
C 0.618 -0.450 0.476
C -1.528 1.567 -0.166
C -1.309 -2.810 -0.391
C -0.571 -0.932 1.130
N 1.094 -0.768 -0.777
N -2.727 1.842 -0.424
N -0.620 2.533 0.004
N -1.361 -1.934 0.731
H 3.366 1.627 1.194
H 3.823 1.209 -0.917
H 0.995 0.580 2.329
H 2.342 -0.489 -2.351
H -1.712 -2.436 -1.351
H -0.184 -3.178 -0.415
H -2.039 -3.688 -0.198
H -0.735 -0.580 2.114
H -3.430 1.083 -0.566
H -3.090 2.783 -0.823
H 0.133 2.276 0.582
H -0.739 3.493 -0.417
H -2.056 -2.212 1.381
H 0.509 -1.246 -1.337
```

Summary:
relative energy (zero: lowest compared OMol25 entry of this formula, charge and spin)	1.959	eV
LUMO (spin up / spin down)	-0.3471 / -0.3469	Ha
gap between HOMO and LUMO (spin up / spin down)	6.0 / 6.0	eV
charge	+2
E	-531.5439	Eh